Version i
{"formula": "C6H24N12O6", "method": "ωB97M-V/def2-TZVPD", "e_homo_ha": -0.3210, "e_lumo_ev": 0.38, "species": ["N", "C", "N", "O", "H", "H", "H", "H", "N", "C", "N", "O", "H", "H", "H", "H", "N", "C", "N", "O", "H", "H", "H", "H", "N", "C", "N", "O", "H", "H", "H", "H", "N", "C", "N", "O", "H", "H", "H", "H", "N", "C", "N", "O", "H", "H", "H", "H"], "xyz": [[-2.1408, -1.2999, -1.2486], [-3.4575, -1.1009, -1.3393], [-3.7580, 0.1264, -1.7485], [-4.2665, -1.9321, -1.0141], [-1.5157, -0.5615, -1.5388], [-1.8729, -2.1553, -0.7832], [-2.9855, 0.7700, -1.8448], [-4.6958, 0.4207, -1.9808], [-4.2038, 2.7877, 1.2050], [-3.6562, 1.7514, 1.7755], [-4.4629, 1.1174, 2.5064], [-2.5107, 1.3950, 1.6537], [-5.1581, 2.8115, 0.8751], [-3.5426, 3.4333, 0.7975], [-4.1980, 0.1932, 2.8161], [-5.3966, 1.4910, 2.5991], [4.4159, 0.7617, 0.2802], [5.1219, 1.2478, 1.2138], [4.7118, 0.6899, 2.2961], [5.9522, 2.1246, 1.1107], [4.6668, 1.0040, -0.6676], [3.6853, 0.0832, 0.4417], [3.9490, 0.0678, 2.0698], [5.3060, 0.5679, 3.1036], [-1.6323, 0.8324, -4.6145], [-0.8967, 1.3882, -3.6035], [0.2841, 0.8977, -3.4932], [-1.3317, 2.0956, -2.6894], [-2.6228, 1.0301, -4.6140], [-1.1862, 0.1677, -5.2303], [0.8077, 0.5098, -4.2649], [0.9766, 0.9994, -2.7650], [0.5373, -0.3779, 1.0797], [0.7396, 0.2791, 0.0158], [-0.1628, 1.1381, -0.1282], [1.6566, 0.0723, -0.6541], [1.3350, -0.8847, 1.4359], [-0.2570, -0.0676, 1.6210], [-0.1211, 1.6883, -0.9742], [-0.8984, 1.2025, 0.5608], [2.2728, -3.3064, 1.0768], [2.8804, -2.7885, 2.1048], [3.3518, -3.7626, 2.8142], [2.8050, -1.6095, 2.3849], [2.4742, -4.2749, 0.8726], [1.6899, -2.7352, 0.4818], [3.4613, -4.6354, 2.3180], [3.8493, -3.6534, 3.6864]], "nbo_charge": [-0.846, 0.759, -0.856, -0.682, 0.399, 0.408, 0.406, 0.401, -0.838, 0.758, -0.786, -0.719, 0.396, 0.407, 0.413, 0.386, -0.813, 0.735, -0.828, -0.693, 0.395, 0.400, 0.395, 0.395, -0.842, 0.765, -0.825, -0.714, 0.414, 0.397, 0.380, 0.435, -0.845, 0.738, -0.834, -0.730, 0.412, 0.390, 0.410, 0.428, -0.816, 0.767, -0.801, -0.703, 0.376, 0.422, 0.377, 0.411]}



Version ii
{"formula": "C6H24N12O6", "method": "ωB97M-V/def2-TZVPD", "e_homo_ha": -0.3504, "e_lumo_ev": -0.05, "species": ["N", "C", "N", "O", "H", "H", "H", "H", "N", "C", "N", "O", "H", "H", "H", "H", "N", "C", "N", "O", "H", "H", "H", "H", "N", "C", "N", "O", "H", "H", "H", "H", "N", "C", "N", "O", "H", "H", "H", "H", "N", "C", "N", "O", "H", "H", "H", "H"], "xyz": [[-1.2722, -4.9499, -1.6154], [-1.0214, -3.8040, -0.9145], [-0.2564, -2.8839, -1.5164], [-1.4935, -3.6735, 0.2130], [-1.9570, -5.5940, -1.2695], [-0.9171, -5.1205, -2.5385], [0.0399, -2.0775, -0.9481], [-0.0536, -2.8915, -2.4985], [3.2115, 0.3216, -0.7013], [4.0945, 1.0378, -1.4878], [4.9320, 1.8422, -0.7386], [4.1874, 0.9607, -2.6968], [2.6275, -0.3677, -1.1412], [2.8816, 0.8158, 0.1079], [4.5731, 2.2119, 0.1231], [5.6223, 2.3602, -1.2510], [0.9336, -0.1587, 3.2237], [1.0690, 0.1199, 4.5505], [2.3114, -0.1433, 5.0558], [0.1326, 0.4311, 5.2661], [0.0779, 0.1841, 2.8249], [1.6578, -0.5101, 2.6274], [2.5524, -0.1869, 6.0270], [3.0664, -0.4019, 4.4448], [-0.5516, 1.4749, -0.4725], [-0.6876, 0.1762, -0.0396], [-1.9450, -0.0874, 0.4148], [0.2014, -0.6570, -0.0647], [0.4264, 1.7148, -0.4790], [-1.2832, 2.1391, -0.3085], [-2.2057, -1.0329, 0.6535], [-2.5841, 0.6505, 0.6450], [-4.9638, -1.2919, 2.4101], [-5.0869, 0.0480, 2.1272], [-4.0745, 0.7710, 2.7128], [-5.9646, 0.5311, 1.4511], [-4.3815, -1.5730, 3.1780], [-5.7825, -1.8063, 2.1377], [-3.5206, 0.3652, 3.4495], [-4.0561, 1.7742, 2.7068], [1.3168, 3.2708, -5.2786], [0.7159, 2.2394, -4.5966], [1.2594, 1.8903, -3.3988], [-0.2540, 1.6406, -5.0358], [1.9798, 3.8514, -4.8035], [1.2427, 3.1582, -6.2723], [2.1782, 2.2569, -3.2154], [1.0212, 0.9738, -3.0680]], "nbo_charge": [-0.848, 0.771, -0.863, -0.698, 0.402, 0.380, 0.436, 0.384, -0.855, 0.772, -0.852, -0.649, 0.420, 0.378, 0.380, 0.406, -0.846, 0.769, -0.847, -0.662, 0.405, 0.397, 0.408, 0.376, -0.832, 0.792, -0.840, -0.717, 0.396, 0.399, 0.434, 0.399, -0.849, 0.770, -0.872, -0.636, 0.391, 0.409, 0.390, 0.403, -0.864, 0.769, -0.847, -0.658, 0.387, 0.413, 0.389, 0.408]}



It is version i that is the least stable of them.



Version i
{"formula": "C5H12NO", "method": "ωB97M-V/def2-TZVPD", "charge": 1, "multiplicity": 3, "e_homo_ha": [-0.3534, -0.5693], "e_lumo_ev": [-2.87, -8.55], "species": ["C", "C", "C", "C", "C", "N", "O", "H", "H", "H", "H", "H", "H", "H", "H", "H", "H", "H", "H"], "xyz": [[0.7828, 1.2472, 0.6954], [1.6230, 1.0424, -0.5513], [0.6321, -0.0424, -0.0779], [1.1420, -1.3965, 0.4755], [-2.3254, -0.5139, -0.0624], [-0.5800, -0.2915, -0.8601], [-2.6762, 0.7125, 0.2293], [1.2835, 1.3747, 1.6679], [0.3775, 2.2185, 0.4071], [1.3784, 1.6620, -1.4250], [2.7191, 0.8941, -0.3992], [2.2726, -1.4502, 0.3033], [0.7700, -2.2904, -0.0211], [0.9536, -1.4104, 1.6188], [-2.4784, -0.8093, -1.0435], [-2.3304, -1.2293, 0.7994], [-0.3569, -1.0414, -1.4120], [-0.6667, 0.4201, -1.5094], [-2.5208, 0.9039, 1.1653]], "lowdin_spin": [0.045, 0.192, 0.112, 0.007, 0.665, 0.517, 0.313, 0.005, 0.010, 0.001, 0.007, 0.004, 0.001, 0.003, 0.053, 0.035, 0.015, 0.012, 0.001]}



Version ii
{"formula": "C5H12NO", "method": "ωB97M-V/def2-TZVPD", "charge": 1, "multiplicity": 3, "e_homo_ha": [-0.3810, -0.5916], "e_lumo_ev": [-3.38, -4.69], "species": ["C", "C", "C", "C", "C", "N", "O", "H", "H", "H", "H", "H", "H", "H", "H", "H", "H", "H", "H"], "xyz": [[0.3120, 1.5089, -0.6108], [-0.7772, -0.2497, 0.5223], [0.7107, 2.9318, -0.4737], [-0.8644, -0.8585, 1.8856], [0.6372, -1.9431, -0.7253], [-0.6634, -1.2185, -0.6096], [-0.1925, 0.9080, 0.3946], [0.4489, 1.0132, -1.5670], [0.5076, 3.4734, -1.3956], [1.7798, 3.0213, -0.2713], [0.1708, 3.3936, 0.3501], [-1.7614, -1.4666, 1.9832], [-0.9203, -0.0552, 2.6150], [0.0037, -1.4755, 2.1343], [0.6913, -2.4795, -1.6718], [1.4620, -1.2339, -0.6674], [0.7254, -2.6589, 0.0880], [-1.4211, -1.9068, -0.4940], [-0.8490, -0.7039, -1.4866]], "lowdin_spin": [0.626, 0.603, 0.094, 0.077, 0.034, 0.066, 0.349, 0.041, 0.012, 0.033, 0.004, 0.010, 0.001, 0.027, 0.003, 0.003, 0.001, 0.006, 0.010]}



It is version i that is the least stable of them.



Version i
{"formula": "CH3O2S2", "method": "ωB97M-V/def2-TZVPD", "charge": -1, "e_homo_ha": -0.1355, "e_lumo_ev": 3.73, "species": ["C", "O", "O", "S", "S", "H", "H", "H"], "xyz": [[0.0628, -0.1316, 0.3852], [2.3370, -1.1371, -0.8523], [0.5587, -0.4007, -2.2924], [-0.6032, 1.3158, -0.4279], [0.8771, -1.2175, -1.0705], [0.7568, -0.0561, 1.2117], [-0.8843, -0.6398, 0.8503], [0.1493, 0.8789, -1.5809]], "nbo_charge": [-0.788, -1.046, -1.006, -0.245, 1.459, 0.202, 0.188, 0.237]}



Version ii
{"formula": "CH3O2S2", "method": "ωB97M-V/def2-TZVPD", "charge": -1, "e_homo_ha": -0.1205, "e_lumo_ev": 3.62, "species": ["C", "O", "O", "S", "S", "H", "H", "H"], "xyz": [[-0.7127, 0.0417, -0.1246], [1.7969, 0.4056, 0.0145], [-0.1054, -1.3824, -0.6225], [-2.3670, 0.2398, 0.2784], [0.7398, -0.0028, 0.9885], [-0.4515, 0.8063, -0.6859], [0.4788, 1.2682, 1.4955], [0.6210, -1.3765, -1.3439]], "nbo_charge": [-0.256, -1.056, -0.852, -0.507, 1.062, 0.158, -0.026, 0.477]}



Version iii
{"formula": "CH3O2S2", "method": "ωB97M-V/def2-TZVPD", "charge": -1, "e_homo_ha": -0.1464, "e_lumo_ev": 3.84, "species": ["C", "S", "O", "O", "S", "H", "H", "H"], "xyz": [[0.3873, -0.0815, -0.7732], [-0.4422, 0.1879, 0.8228], [-1.7959, 0.5602, 0.3384], [0.3896, 1.2040, 1.5240], [-0.3410, -1.6858, 1.6040], [-0.2943, -0.1096, -1.5272], [0.9867, 0.8228, -1.2201], [1.1098, -0.8979, -0.7686]], "nbo_charge": [-0.867, 1.917, -0.995, -0.983, -0.715, 0.216, 0.200, 0.228]}



It is version ii that is the least stable of them.